Formula: CH12N2O3
Source: the OMol25 dataset
Level of theory: ωB97M-V/def2-TZVPD

Properties
**Energy**: -380.4729 Ha
**2S+1**: 2
**Net charge**: -1
**⟨S²⟩**: 0.750

Each line ends with the Mulliken charge.
Cartesian coordinates (Å):
N: -0.3208 -1.2284 0.4685  -1.3282
C: -1.2545 -0.1817 0.6646  -1.2078
N: -0.8500 1.2011 0.2966  -0.5189
H: 0.5476 -1.1207 0.9550  0.6335
H: -0.1976 -1.6311 -0.4521  0.4579
H: -1.5395 -0.1825 1.7136  0.3251
H: -2.1849 -0.3747 0.1429  0.3528
H: -0.4092 1.0633 -0.6100  0.3860
H: -0.0523 1.3508 0.9156  0.3984
H: 3.3097 0.2594 -3.7563  0.5910
H: 3.0385 0.1393 -2.2735  0.6404
O: 2.6812 0.5523 -3.0811  -1.6563
H: -1.3726 -3.1795 0.5102  0.3622
H: -2.0577 -4.5245 0.1323  0.3503
O: -1.2131 -4.0682 0.1364  -0.6574
H: 0.7820 3.6731 0.7071  0.4742
H: 0.1779 4.0115 2.0544  0.3752
O: 0.9153 4.2406 1.4758  -0.9786

=====

Formula: CH12N2O3
Source: the OMol25 dataset
Level of theory: ωB97M-V/def2-TZVPD

Properties
**Energy**: -380.5042 Ha
**SMILES string**: NCN.O.O.O
**Net charge**: 0

Each line ends with the Mulliken charge.
Cartesian coordinates (Å):
N: 1.3270 0.6474 -1.0848  -0.6369
C: 1.5140 2.0294 -1.5487  -0.3526
N: 0.9174 2.3003 -2.8510  -0.5315
H: 1.8953 0.0736 -1.7104  0.2345
H: 0.4245 0.3581 -1.4746  0.2611
H: 2.5656 2.3074 -1.5284  0.3081
H: 1.0403 2.6608 -0.8067  0.2895
H: 1.0763 1.6072 -3.5461  0.1763
H: 1.0268 3.2447 -3.1801  0.1879
O: -1.3152 -1.6560 2.4201  -0.6394
H: -0.5175 -1.5843 1.8626  0.3400
H: -1.5657 -0.7724 2.6448  0.3046
O: 2.2625 -0.3295 1.5064  -0.6671
H: 1.8272 -0.0800 0.6584  0.4167
H: 1.9630 0.2900 2.1593  0.3112
O: -4.5746 -4.0101 2.1908  -0.6312
H: -5.5316 -4.0184 2.0805  0.3197
H: -4.3355 -3.0683 2.2078  0.3091

=====

Formula: CH12N2O4
Source: the OMol25 dataset
Level of theory: ωB97M-V/def2-TZVPD

Properties
**Energy**: -455.7660 Ha
**SMILES string**: [H]/N=C/N.O.O.O.O
**Net charge**: 0

Each line ends with the Mulliken charge.
Cartesian coordinates (Å):
H: 1.3167 1.4288 0.4310  0.2139
N: 0.3581 0.9982 0.4203  -0.8175
C: 0.3533 -0.0147 1.2496  0.1047
N: -0.6801 -0.8460 1.4593  -0.3093
H: 1.2724 -0.1987 1.8882  0.3297
H: -1.5651 -0.8696 1.0459  0.2330
H: -0.3616 -1.7438 1.9482  0.2372
O: 1.5555 -0.4462 -1.8673  -0.6896
H: 1.1631 -1.0578 -2.5443  0.3131
H: 0.8573 -0.2008 -1.2364  0.3794
O: -3.0056 -0.8886 -0.2259  -0.7057
H: -3.6837 -1.2651 -0.9234  0.3225
H: -2.6575 -0.1202 -0.6303  0.3633
O: -1.9639 1.6050 -0.8178  -0.7486
H: -1.1670 1.4022 -0.2040  0.4589
H: -2.3141 2.4610 -0.5357  0.3115
O: 3.2833 0.2069 0.3935  -0.6255
H: 4.2187 -0.0012 0.4875  0.2898
H: 3.0201 -0.4494 -0.3385  0.3393

=====

Formula: CH12N2O4
Source: the OMol25 dataset
Level of theory: ωB97M-V/def2-TZVPD

Properties
**Energy**: -455.7074 Ha
**SMILES string**: [H]/N=C/N.O.O.O.O
**Net charge**: 0

Each line ends with the Mulliken charge.
Cartesian coordinates (Å):
H: 0.0682 -2.2646 1.1181  0.2610
N: -0.6455 -1.5884 1.1985  -0.6339
C: 0.0130 -0.5526 1.5465  0.1389
N: -0.7321 0.6932 1.7324  -0.4484
H: 1.0634 -0.5088 2.1132  0.2732
H: -1.7192 0.7002 1.4986  0.2083
H: -0.2584 1.3642 2.3348  0.2486
O: 1.1215 3.0462 1.8049  -0.6244
H: 1.5738 3.6576 1.2300  0.2952
H: 1.2486 2.3839 1.0177  0.3062
O: 3.1486 -0.9401 -0.7297  -0.6271
H: 2.4576 -0.2931 -0.8456  0.3162
H: 2.8172 -1.8040 -0.6645  0.3072
O: -3.5701 -2.9260 -2.9719  -0.6518
H: -2.9230 -3.6007 -3.3780  0.3260
H: -4.0945 -2.8149 -3.8226  0.3245
O: 0.4889 2.0327 -1.0562  -0.6212
H: 0.2947 1.1481 -0.7095  0.3020
H: -0.3528 2.2672 -1.4167  0.2994

=====

Formula: CH12N2O4
Source: the OMol25 dataset
Level of theory: ωB97M-V/def2-TZVPD

Properties
**Energy**: -455.7244 Ha
**SMILES string**: [H]/N=C/N.O.O.O.O
**Net charge**: 0

Each line ends with the Mulliken charge.
Cartesian coordinates (Å):
H: -2.5772 -1.0531 0.9563  0.2201
N: -2.0654 -0.9821 0.0758  -0.5894
C: -1.6174 0.2171 0.0049  0.0634
N: -0.3840 0.5053 -0.5116  -0.3374
H: -2.1510 1.1832 -0.0120  0.2615
H: 0.0448 -0.0996 -1.2016  0.2200
H: -0.0566 1.4562 -0.5985  0.1904
O: 1.5092 -1.1527 2.1594  -0.6263
H: 1.2390 -1.6177 1.3525  0.3305
H: 1.7437 -1.9371 2.6625  0.2955
O: 0.9914 2.5466 -3.8574  -0.6355
H: 0.1814 2.9357 -4.1539  0.3164
H: 1.2039 3.0785 -3.0809  0.3164
O: 0.1883 -3.1038 -0.0812  -0.6105
H: -0.7243 -3.3726 -0.0593  0.3131
H: 0.6955 -3.9215 -0.0255  0.2840
O: 0.6079 1.9554 2.0351  -0.6233
H: 0.7834 1.0944 2.4366  0.3023
H: -0.0321 2.2883 2.6777  0.3087

=====

Formula: CH12NO4
Source: the OMol25 dataset
Level of theory: ωB97M-V/def2-TZVPD

Properties
**Energy**: -400.6469 Ha
**Net charge**: +1

Each line ends with the Mulliken charge.
Cartesian coordinates (Å):
C: 0.0890 -2.3381 -0.7099  -0.1417
N: -0.6385 -1.5778 -1.5194  -0.2317
H: 0.8050 -2.9747 -1.2072  0.3351
H: -0.2498 -2.4520 0.3499  0.3666
H: -0.5792 -0.5248 -1.6343  0.3582
H: -1.2399 -1.9200 -2.3027  0.2922
H: 0.7366 4.3116 0.0099  0.3054
H: 0.6181 3.5347 1.2267  0.2958
O: 0.7707 3.4350 0.3206  -0.5919
H: -0.5262 1.7660 -1.9145  0.3249
H: -1.0564 1.2841 -0.5658  0.3893
O: -0.8006 0.9839 -1.4364  -0.6831
H: 2.0395 -1.6344 1.1086  0.3308
H: 1.3777 -2.2748 2.3848  0.3328
O: 1.2238 -1.6863 1.5790  -0.6527
H: -0.3344 0.4144 0.9054  0.3147
H: -1.3756 0.5550 2.0195  0.3061
O: -0.8597 1.0981 1.3859  -0.6509